1.
ORCA calculation (ωB97M-V/def2-TZVPD) on one molecule with the formula CH2FNO3S in a non-equilibrium geometry.

Geometry as XYZ:
```
9
Properties=species:S:1:pos:R:3:forces:R:3
H -2.803776 1.200155 -0.157462 1.290 0.051 -0.023
N -1.953960 0.921114 0.367061 -0.812 -0.587 -0.099
C -1.016464 0.373931 -0.251661 -1.866 1.543 0.607
O -0.091332 -0.208366 0.572532 -0.540 -1.046 0.274
S 1.366350 -0.607844 0.379201 1.901 -0.954 -2.087
O 1.692480 -1.897667 0.830437 -1.158 -0.763 -0.319
O 2.153299 0.436417 0.819551 1.437 2.486 0.574
F 1.514649 -0.603339 -1.255627 -0.789 -0.147 1.830
H -0.861244 0.385598 -1.304034 0.537 -0.584 -0.757
```
Positions in Å, forces in eV/Å.

Results
* lowest unoccupied orbital energy: 0.50 eV
* energy relative to the best compared isomer or geometry (same formula, charge and spin): 123.3 kJ/mol
* structure (SMILES): [H]/N=C/OS(=O)(=O)F
* Kohn-Sham gap: 12.03 eV

2.
ORCA calculation (ωB97M-V/def2-TZVPD) on a 3-piece molecular cluster, C4H12NO2 overall in a non-equilibrium geometry.

Geometry as XYZ:
```
19
Properties=species:S:1:pos:R:3:forces:R:3
C 1.051167 -0.179212 -2.924455 -0.675 -0.903 -0.336
C 0.624616 0.074539 -1.534337 -0.915 2.901 1.089
C 0.886557 1.179077 -0.794410 1.169 -0.348 -0.620
N 0.319084 1.279019 0.488523 -2.178 -1.492 2.410
C -0.044086 2.257920 1.241406 1.598 0.529 -2.352
H 0.103813 -0.428351 -3.419653 0.283 0.095 -0.345
H 1.648569 -1.090312 -3.022738 0.077 0.123 0.143
H 1.527499 0.634805 -3.466054 0.091 0.092 0.390
H -0.307462 -0.318640 -1.122800 0.474 -1.322 -0.367
H 1.672371 1.915513 -0.917740 -0.102 -0.006 -0.526
H 0.075201 0.350686 0.915577 1.082 0.198 -0.513
H -0.210659 2.133430 2.300380 -0.583 -0.142 -0.110
H 0.020132 3.202551 0.703822 -0.041 0.415 0.861
H -2.773798 -1.791200 2.920018 0.581 0.349 -0.386
H -2.752668 -2.617977 1.701048 0.658 0.458 -0.268
O -2.267517 -1.858489 2.083066 -1.397 -0.732 0.844
H -0.465238 -1.275274 1.976884 -0.417 -0.258 -0.040
H 0.583805 -2.184032 1.473750 0.651 -0.939 -0.198
O 0.308615 -1.284055 1.397714 -0.356 0.980 0.323
```
Positions in Å, forces in eV/Å.

Results
* lowest unoccupied orbital energy: -4.71 eV
* energy relative to the best compared isomer or geometry (same formula, charge and spin): 245.6 kJ/mol
* total charge: +1
* Kohn-Sham gap: 9.11 eV

3.
ORCA calculation (ωB97M-V/def2-TZVPD) on an isolated ion of composition C11H13N2O and charge +1 in a non-equilibrium geometry.

Geometry as XYZ:
```
27
Properties=species:S:1:pos:R:3:forces:R:3
O -2.702333 -2.519366 0.550324 0.051 1.001 0.486
C -2.612370 -1.382653 0.502090 -0.096 -0.236 -0.706
N -2.528354 -0.144108 0.225773 -0.991 -0.920 0.429
C -2.245997 0.085947 -1.199445 1.096 -1.185 -0.112
C -0.850323 0.660683 -1.319794 0.909 -0.991 -1.891
N -0.239125 0.656810 -0.037427 0.202 -0.127 -1.230
C 1.025982 0.073680 0.047488 -0.693 -1.505 0.594
C 2.030427 0.704144 0.729205 0.830 0.687 0.006
C 3.283012 0.094757 0.702670 0.360 -0.421 -0.252
C 3.478005 -1.160550 0.055635 3.057 1.249 0.799
C 2.462541 -1.782500 -0.607908 -0.791 -0.107 0.285
C 1.194507 -1.221625 -0.488529 -0.337 -0.122 -1.590
C -0.859750 1.535597 0.867063 -1.573 -0.926 -1.069
C -2.213469 0.870838 1.235492 -0.825 0.315 2.577
H -2.975232 0.600590 -1.722671 -1.793 1.360 -0.377
H -2.217702 -0.885079 -1.652646 -0.206 -0.674 -0.260
H -0.297154 -0.110225 -1.988193 -0.673 1.962 0.935
H -0.889857 1.656608 -1.813183 0.212 -0.408 0.297
H 1.822035 1.718610 1.147264 0.589 -0.979 -0.328
H 4.141397 0.665875 1.074244 -0.302 -0.548 0.100
H 4.556117 -1.562843 0.027632 -1.915 0.617 -0.025
H 2.628180 -2.670849 -1.214223 -0.085 0.066 0.361
H 0.396944 -1.763187 -1.072970 0.555 0.829 0.914
H -0.995239 2.515685 0.516260 -0.104 1.518 -0.735
H -0.362731 1.549972 1.757114 1.652 0.392 2.263
H -1.882940 0.301815 2.138558 -0.980 0.234 -0.478
H -3.146580 1.511377 1.540172 1.852 -1.080 -0.991
```
Positions in Å, forces in eV/Å.

Results
* lowest unoccupied orbital energy: -4.68 eV
* energy relative to the best compared isomer or geometry (same formula, charge and spin): 203.8 kJ/mol
* structure (SMILES): O=C=[N+]1CCN(c2ccccc2)CC1
* total charge: +1
* Kohn-Sham gap: 6.80 eV

4.
ORCA calculation (ωB97M-V/def2-TZVPD) on one molecule with the formula C24H31NO4.

Geometry as XYZ:
```
60
Properties=species:S:1:pos:R:3:forces:R:3
C -4.241969 -1.937104 -2.356043 0.401 0.011 0.130
C -2.744247 -2.179077 -2.478504 -0.342 -0.357 -0.322
O -2.034842 -1.609768 -1.377507 0.107 0.328 -0.069
C -1.912466 -2.356997 -0.277344 0.117 -0.103 0.211
O -2.357326 -3.472833 -0.181946 -0.096 -0.088 -0.049
C -1.205498 -1.627871 0.861725 -0.044 0.060 0.322
C -2.326588 -1.116540 1.794958 -0.070 0.250 -0.307
C -3.206656 -0.022696 1.193978 -0.268 -0.366 0.181
O -2.528810 1.210275 1.320009 0.132 0.246 0.033
C -3.034366 2.308762 0.696361 0.040 0.181 -0.045
C -2.238943 3.454859 0.751261 0.004 -0.196 0.068
C -2.658265 4.624653 0.154467 0.025 -0.036 0.021
C -3.874594 4.674269 -0.509601 -0.137 0.089 -0.099
C -4.664354 3.541805 -0.564346 0.017 0.148 -0.042
C -4.255305 2.360358 0.033497 0.029 -0.351 0.124
C -0.310297 -0.487031 0.370587 0.196 -0.177 -0.257
C 0.910795 -1.024940 -0.386789 -0.135 0.205 -0.052
N 1.696694 -1.984600 0.363274 0.212 -0.060 0.016
C 2.494895 -1.391196 1.426166 -0.015 -0.091 -0.061
C 3.501802 -0.427709 0.859190 0.017 -0.023 0.081
C 4.365443 -0.835920 -0.146360 -0.123 0.070 0.179
C 5.294362 0.031780 -0.693035 0.246 0.143 -0.173
C 5.375993 1.340789 -0.230380 -0.126 0.063 0.142
O 6.249101 2.282893 -0.690798 -0.247 0.006 0.242
C 7.141827 1.925868 -1.716315 0.137 -0.065 -0.162
C 4.511243 1.757024 0.781117 0.217 0.107 -0.164
C 3.586597 0.882813 1.312865 0.066 -0.106 -0.072
C 0.860870 -3.083566 0.797499 -0.133 -0.118 0.209
C -0.354729 -2.652326 1.629551 0.087 -0.120 -0.306
H -4.749261 -2.346215 -3.224989 -0.087 -0.036 -0.092
H -4.449071 -0.870730 -2.296229 -0.054 0.090 -0.020
H -4.624856 -2.426499 -1.463314 -0.067 -0.042 0.037
H -2.537084 -3.253529 -2.514730 0.025 0.202 -0.064
H -2.337551 -1.688526 -3.365364 -0.010 -0.077 0.118
H -1.872989 -0.714319 2.702800 0.019 -0.056 0.053
H -2.955427 -1.965140 2.071728 -0.003 -0.002 0.050
H -3.418656 -0.233439 0.139161 -0.048 0.072 0.064
H -4.159985 0.021685 1.740902 0.090 0.025 -0.127
H -1.294640 3.397238 1.269414 0.121 -0.009 0.065
H -2.032405 5.503308 0.204374 0.061 0.064 0.010
H -4.202292 5.589508 -0.978498 -0.030 0.074 -0.039
H -5.615422 3.569981 -1.076124 -0.069 -0.001 -0.034
H -4.897453 1.494644 -0.017394 -0.020 -0.094 0.014
H -0.864294 0.182194 -0.284560 0.018 0.091 0.079
H 0.017582 0.091904 1.235330 -0.046 0.068 0.053
H 1.561222 -0.195505 -0.672452 -0.082 -0.041 -0.097
H 0.576700 -1.524772 -1.301367 0.015 0.081 -0.044
H 3.024459 -2.212340 1.922247 -0.106 0.042 0.066
H 1.891133 -0.874306 2.189096 0.077 -0.026 0.036
H 4.297186 -1.848876 -0.512541 -0.013 -0.118 -0.066
H 5.946948 -0.323307 -1.475248 0.077 0.002 -0.068
H 7.812158 1.118114 -1.404324 -0.035 0.021 -0.023
H 7.728688 2.820113 -1.921026 -0.014 -0.093 -0.025
H 6.611295 1.626329 -2.626285 0.026 -0.004 0.039
H 4.582497 2.775110 1.130132 0.009 0.128 0.037
H 2.921945 1.225885 2.093125 -0.091 0.021 0.080
H 1.472520 -3.783878 1.371965 -0.026 -0.039 -0.065
H 0.509547 -3.601425 -0.101085 0.005 -0.092 0.040
H -0.962777 -3.528427 1.857964 -0.010 0.028 0.088
H -0.020099 -2.210751 2.569764 -0.049 0.070 0.054
```
Positions in Å, forces in eV/Å.

Results
* lowest unoccupied orbital energy: 0.78 eV
* energy relative to the best compared isomer or geometry (same formula, charge and spin): 58.6 kJ/mol
* structure (SMILES): CCOC(=O)C1(CCOc2ccccc2)CCN(Cc2ccc(OC)cc2)CC1
* Kohn-Sham gap: 8.92 eV

5.
ORCA calculation (ωB97M-V/def2-TZVPD) on one molecule with the formula C5H8N4 in a non-equilibrium geometry.

Geometry as XYZ:
```
17
Properties=species:S:1:pos:R:3:forces:R:3
C -0.351141 0.923093 -0.223317 -4.911 -2.524 2.765
C 0.930865 0.552350 -0.568668 6.407 -1.934 -1.991
C 2.765007 0.040621 0.353470 2.239 -0.982 1.751
C -1.507604 1.850364 -0.359514 2.247 1.130 -0.516
C -1.546225 -1.452639 -0.067469 0.033 1.317 0.450
N 2.216883 0.992734 -0.328442 -1.940 0.764 0.170
N -0.530531 -0.458234 0.439726 0.035 0.421 0.082
N 0.871563 -0.840982 -0.147578 -3.872 1.053 -0.903
N 1.952506 -1.053375 0.618283 0.317 3.239 -2.079
H 3.783763 -0.026995 0.750854 -0.369 0.413 -0.502
H -2.079260 1.540977 -1.263156 0.229 0.916 0.120
H -2.207910 1.806578 0.473572 0.309 -0.134 0.239
H -0.979256 2.894452 -0.363614 -1.707 -1.499 -0.559
H -1.943445 -2.181642 0.698137 0.483 1.190 -0.428
H -2.366389 -0.790077 -0.469777 0.564 -1.243 0.167
H -1.010964 -2.046117 -0.807075 -0.406 0.078 -0.507
H 2.002137 -1.751113 1.264564 0.341 -2.205 1.739
```
Positions in Å, forces in eV/Å.

Results
* lowest unoccupied orbital energy (alpha / beta): 1.02 / -0.88 eV
* spin multiplicity: 3
* energy relative to the best compared isomer or geometry (same formula, charge and spin): 216.7 kJ/mol
* Kohn-Sham gap (alpha / beta): 5.75 / 8.11 eV

6.
ORCA calculation (ωB97M-V/def2-TZVPD) on a 3-piece molecular cluster, C4H10O2 overall.

Geometry as XYZ:
```
16
Properties=species:S:1:pos:R:3:forces:R:3
C -1.551358 0.986437 1.523668 0.067 -0.166 -0.489
C -1.105570 0.081847 0.654396 -0.102 -0.016 -0.127
C -1.574323 0.042412 -0.736530 0.104 0.180 0.530
C -1.088920 -0.802715 -1.636665 -0.121 0.128 -0.174
H -2.269676 1.725535 1.182511 -0.002 0.052 0.285
H -1.204664 0.988229 2.540218 -0.036 0.159 0.283
H -0.381614 -0.670403 0.947195 0.026 -0.003 0.018
H -2.349458 0.774696 -0.952165 0.010 -0.137 -0.310
H -1.444545 -0.812171 -2.657566 -0.027 -0.008 -0.031
H -0.305605 -1.492582 -1.363386 0.104 -0.129 0.025
O 1.724549 -1.583634 0.214857 0.088 -0.184 0.014
H 2.027165 -0.664067 0.155966 -0.044 0.089 -0.007
H 2.517742 -2.105945 0.367655 -0.054 0.019 -0.002
O 2.270164 1.186158 -0.011020 0.200 0.029 -0.160
H 2.104235 1.519884 -0.899742 -0.048 -0.039 0.072
H 1.766796 1.754495 0.576587 -0.165 0.025 0.075
```
Positions in Å, forces in eV/Å.

Results
* lowest unoccupied orbital energy: 0.69 eV
* energy relative to the best compared isomer or geometry (same formula, charge and spin): 143.3 kJ/mol
* structure (SMILES): C=CC=C.O.O
* Kohn-Sham gap: 9.47 eV